C2H8BNO2 | ωB97M-V/def2-TZVPD

Each line ends with the Löwdin charge.
Cartesian coordinates (Å):
B1 0.02213 1.36218 1.17351  -0.813
C1 0.38877 -1.72327 -1.07419  -0.207
C2 -0.68235 -0.83328 -1.27975  -0.037
N1 -1.32245 1.01728 0.69716  0.212
O1 0.57441 2.62183 0.85324  0.092
O2 0.76270 0.46894 1.94277  0.127
H1 0.14375 -2.78946 -0.75499  0.092
H2 0.99099 -1.99267 -2.08199  0.124
H3 1.13710 -1.22071 -0.43725  0.069
H4 -0.51378 0.20263 -1.20859  0.019
H5 -1.63029 -1.28233 -1.13260  0.052
H6 -1.65740 1.79008 0.09061  0.053
H7 1.49553 2.74437 1.25491  0.132
H8 0.29091 -0.36558 1.95716  0.086

M (g mol⁻¹): 88.90
Maximum force (eV/Å): 4.66
Spin multiplicity: 1
HOMO (spin up / spin down) (eV): -10.6020 / -8.1205
Frontier orbital gap (spin up / spin down) (eV): 10.769 / 6.703


C29H47BrCl15F2N3O2P | ωB97M-V/def2-TZVPD

Each line ends with the Löwdin charge.
Cartesian coordinates (Å):
C1 -1.13004 3.32584 -0.29025  0.128
C2 -0.58834 2.26992 -0.05168  -0.198
C3 0.08441 0.87186 0.20758  -0.522
Br1 -1.19214 0.20156 1.61552  0.904
C4 0.18101 -0.12328 -1.04851  -0.256
C5 -0.71877 -1.41513 -1.08896  -0.148
C6 -2.16659 -1.30781 -1.69961  -0.178
C7 -3.18704 -0.32003 -1.02815  -0.204
C8 -4.57613 -0.20992 -1.80909  -0.233
O1 -5.57826 0.44458 -1.00963  -0.222
C9 -5.80917 1.80126 -1.41720  -0.114
C10 0.45260 0.41967 -2.50368  -0.061
C11 -0.66791 1.08520 -3.37090  -0.327
C12 0.04830 2.09389 -4.40131  -0.030
F1 -1.73266 1.75654 -2.75376  -0.028
N1 1.59741 -0.63160 -0.70460  -0.004
N2 2.21991 -1.76795 -1.21224  -0.005
C13 3.15721 -1.55165 -2.32682  -0.232
C14 2.80722 -2.39410 -3.64310  -0.079
C15 2.34316 0.03012 0.16334  -0.076
C16 3.81677 -0.28034 0.61204  0.014
C17 4.85524 0.85564 0.17367  -0.387
O2 5.33385 1.52423 1.02959  0.170
F2 5.25338 1.03778 -1.14432  0.072
C18 1.52047 1.27837 0.75513  -0.417
C19 2.16881 2.68765 0.43691  -0.208
C20 2.52580 2.98058 -1.07503  -0.168
C21 3.13545 4.46495 -1.12841  -0.253
N3 2.39519 5.33919 -2.09668  -0.026
P1 1.93300 1.11911 2.64114  1.006
C22 1.70343 -0.70933 3.17399  -0.343
C23 0.73774 2.04864 3.74850  -0.443
C24 0.25569 3.46723 3.25676  -0.156
H1 -1.87329 4.05632 -0.68918  0.087
H2 -0.19343 -2.15004 -1.78678  0.119
H3 -0.76851 -1.98354 -0.10521  0.108
H4 -2.18988 -1.10872 -2.82106  0.113
H5 -2.62257 -2.34936 -1.60373  0.114
H6 -2.76430 0.70196 -0.76017  0.080
H7 -3.47210 -0.77222 -0.02022  0.093
H8 -4.92617 -1.29051 -1.89866  0.038
H9 -4.47022 0.21084 -2.84890  0.124
H10 -5.43218 2.06503 -2.44438  0.088
H11 -5.37011 2.51970 -0.65384  0.091
H12 -6.93513 1.96589 -1.43687  0.098
H13 1.36666 1.09675 -2.52271  0.100
H14 0.78530 -0.48960 -3.10774  0.126
H15 -1.11883 0.29118 -4.04881  0.138
H16 1.07882 1.67467 -4.63906  0.089
H17 0.07554 3.15144 -4.02504  0.085
H18 -0.53120 2.01187 -5.37024  0.089
H19 2.54255 -2.41371 -0.49553  0.148
H20 3.27579 -0.48021 -2.65060  0.117
H21 4.18770 -1.89823 -1.99319  0.121
H22 3.27273 -3.42736 -3.56725  0.085
H23 3.18438 -1.91231 -4.59001  0.084
H24 1.68209 -2.49987 -3.66970  0.067
H25 4.23911 -1.22122 0.12828  0.126
H26 3.95780 -0.43333 1.71137  0.110
H27 3.15395 2.71546 1.00768  0.095
H28 1.60026 3.57995 0.82113  0.106
H29 3.17929 2.21645 -1.57930  0.095
H30 1.55054 3.03870 -1.65954  0.092
H31 4.25158 4.44400 -1.30521  0.117
H32 2.98988 4.94484 -0.10473  0.115
H33 2.22490 4.76477 -2.93351  0.049
H34 3.05850 6.09247 -2.32001  0.035
H35 1.33307 -1.35494 2.32896  -0.022
H36 1.06274 -0.79861 4.09282  0.024
H37 2.73043 -1.11043 3.45779  0.046
H38 1.29268 2.22189 4.72959  0.091
H39 -0.10947 1.34492 4.03396  0.046
H40 -0.59139 3.42994 2.51799  0.055
H41 -0.16576 3.99808 4.17260  0.086
H42 1.12012 4.11787 2.92382  0.076
C25 0.79106 -4.36188 5.04578  -1.549
Cl1 0.72382 -3.75792 3.38217  0.539
Cl2 2.35140 -5.12591 5.36692  0.534
Cl3 0.49209 -3.05162 6.19443  0.528
H43 0.01162 -5.11079 5.16983  -0.082
C26 1.15482 8.97640 -3.46001  -1.542
Cl4 0.92158 10.40053 -4.47797  0.533
Cl5 1.11227 7.50092 -4.43411  0.512
Cl6 2.67964 9.09052 -2.57060  0.521
H44 0.34227 8.93372 -2.74046  0.016
C27 -0.62150 -6.98987 8.03939  -1.520
Cl7 0.34672 -5.85552 8.98634  0.531
Cl8 -1.79538 -7.81571 9.06711  0.545
Cl9 -1.44053 -6.15025 6.71146  0.558
H45 0.04422 -7.73491 7.61285  0.020
C28 -6.02349 -3.92056 -0.35581  -1.504
Cl10 -6.11997 -3.38090 -2.03735  0.568
Cl11 -4.43043 -4.61199 -0.01548  0.489
Cl12 -6.36571 -2.58114 0.74434  0.554
H46 -6.77238 -4.69193 -0.19983  0.019
C29 -2.77240 -7.91048 1.54365  -1.535
Cl13 -3.35512 -7.56346 3.17572  0.522
Cl14 -4.10433 -8.42399 0.50307  0.528
Cl15 -1.95847 -6.49484 0.86064  0.476
H47 -2.05268 -8.72188 1.60293  0.016

Total charge: +1
M (g mol⁻¹): 1150.38
Maximum force (eV/Å): 4.51
Spin multiplicity: 1
HOMO (eV): -10.9972
Frontier orbital gap (eV): 7.080


CH5BrSi | ωB97M-V/def2-TZVPD

Each line ends with the Löwdin charge.
Cartesian coordinates (Å):
C1 -2.63727 -0.50215 0.09173  0.077
Si1 2.16469 0.62643 0.15825  0.239
Br1 4.19351 -0.33916 0.20667  0.125
H1 -1.76430 -1.24593 -0.07101  0.020
H2 -3.35557 -0.37854 -0.60389  -0.074
H3 -2.87601 -0.51485 1.15277  -0.021
H4 1.82202 0.36897 -1.19598  -0.176
H5 2.45292 1.98524 0.26146  -0.190

M (g mol⁻¹): 125.04
Maximum force (eV/Å): 5.47
Spin multiplicity: 1
HOMO (spin up / spin down) (eV): -8.7147 / -9.3602
Frontier orbital gap (spin up / spin down) (eV): 8.503 / 7.673


C25H34N7O2S3Sr | ωB97M-V/def2-TZVPD

Each line ends with the Löwdin charge.
Cartesian coordinates (Å):
Sr1 0.11222 0.92908 -1.63323  1.050
O1 -1.13143 -3.19151 3.05313  0.020
C1 -0.75927 -2.05853 3.66594  -0.283
C2 -0.65592 -2.08001 5.05900  -0.032
C3 -0.27112 -0.95172 5.75746  -0.111
C4 0.02395 0.22516 5.08148  -0.114
C5 -0.07633 0.24975 3.70277  -0.037
C6 -0.46887 -0.86846 2.97172  -0.071
C7 -0.54623 -0.74113 1.48161  -0.480
O2 -0.21968 0.33803 0.93467  -0.128
N1 -0.99285 -1.82160 0.84811  -0.039
N2 -0.98734 -1.70753 -0.52858  -0.103
C8 -1.71717 -2.56936 -1.10779  -0.916
S1 -2.61556 -3.78779 -0.15271  0.900
C9 -3.16462 -4.72948 -1.60385  -0.563
C10 -3.40558 -3.72219 -2.70394  -0.549
S2 -1.89422 -2.67681 -2.85316  0.754
H1 -1.18344 -2.97691 2.07191  0.032
H2 -0.88671 -3.00625 5.56879  0.108
H3 -0.19960 -0.99132 6.83810  0.093
H4 0.33659 1.10832 5.62405  0.089
H5 0.16320 1.14444 3.14153  0.106
H6 -4.06687 -5.27672 -1.32627  0.063
H7 -2.39046 -5.43975 -1.89524  0.065
H8 -4.28111 -3.11122 -2.47764  0.063
H9 -3.54985 -4.20077 -3.67268  0.065
S3 0.60721 -1.04531 -3.47492  -0.430
C11 -1.84516 2.59890 -2.09775  -0.217
N3 -1.56033 2.10115 -0.72619  -0.310
C12 -2.75415 2.25917 0.09922  -0.150
N4 -3.19097 3.64834 0.16408  -0.087
C13 -3.46283 4.09856 -1.19832  -0.173
N5 -2.28660 3.99415 -2.06612  -0.080
C14 -1.21625 4.78699 -1.45471  -0.166
N6 -0.88240 4.34239 -0.10165  -0.077
C15 -0.45081 2.95247 -0.18430  -0.234
C16 -2.08817 4.43066 0.72041  -0.166
H10 -2.57861 1.96218 -2.59522  0.147
H11 -0.91647 2.57956 -2.67996  0.082
H12 -2.51232 1.88312 1.09937  0.139
H13 -3.55014 1.63995 -0.33196  0.142
H14 -3.78267 5.14624 -1.17158  0.125
H15 -4.27507 3.50001 -1.62297  0.129
H16 -1.54554 5.83129 -1.40954  0.127
H17 -0.31991 4.73215 -2.08478  0.134
H18 -0.09511 2.53540 0.75428  0.123
H19 0.38764 2.94377 -0.88133  0.071
H20 -2.39271 5.48107 0.79147  0.125
H21 -1.86027 4.06320 1.72526  0.133
C17 3.49545 -2.32506 -2.19309  -0.041
N7 2.84350 -2.61416 -0.88220  -0.177
C18 1.77571 -3.63314 -1.05058  -0.022
C19 2.23424 -1.38272 -0.25241  -0.158
C20 3.16425 -0.20423 -0.20145  -0.302
C21 4.38238 -0.34896 0.45526  -0.094
C22 5.33357 0.65740 0.39186  -0.132
C23 5.03779 1.79844 -0.33110  -0.136
C24 3.79186 1.93909 -0.94015  -0.173
C25 2.78323 0.96186 -0.91269  -0.131
H22 3.99635 -3.23306 -2.52516  0.091
H23 4.21261 -1.52124 -2.05387  0.093
H24 2.69612 -1.99141 -2.88549  -0.041
H25 3.56509 -2.96126 -0.25003  0.161
H26 1.04745 -3.18492 -1.74326  0.040
H27 1.31305 -3.84224 -0.08692  0.100
H28 2.20162 -4.53690 -1.48194  0.095
H29 1.84607 -1.69510 0.71964  0.129
H30 1.40395 -1.19589 -0.93979  -0.002
H31 4.60057 -1.25177 1.02483  0.099
H32 6.28722 0.54943 0.89548  0.085
H33 5.77504 2.59205 -0.40400  0.083
H34 3.61282 2.87268 -1.47091  0.064

Total charge: -1
M (g mol⁻¹): 648.42
Maximum force (eV/Å): 6.73
Spin multiplicity: 1
HOMO (eV): -2.3621
Frontier orbital gap (eV): 4.630


In kcal/mol, the relative energy (zero: lowest compared OMol25 entry of this formula, charge and spin) values for the records above are, in order, 82.7; 0.0; 97.7; 89.9.